--- P ---
9
Properties=species:S:1:pos:R:3:nbo_charge:R:1 method="wB97M-V/def2-TZVPD" smiles="C=N/C=C/F" gap_ev=9.9193 e_lumo_ev=0.56
C 0.60 -1.37 -0.68 -0.0146
C 0.12 0.27 0.86 -0.1312
C -0.64 1.14 0.16 0.2192
N 0.47 -1.01 0.49 -0.4098
F -1.09 2.38 0.60 -0.3471
H 0.69 -2.42 -0.97 0.1805
H 0.40 -0.60 -1.54 0.1239
H 0.53 0.52 1.81 0.2140
H -1.09 1.09 -0.74 0.1650

--- Q ---
9
Properties=species:S:1:pos:R:3:nbo_charge:R:1 method="wB97M-V/def2-TZVPD" gap_ev=11.1548 e_lumo_ev=0.26
C 0.53 1.37 -0.15 -0.6693
C 0.47 -0.02 0.42 0.0204
C -0.95 -0.22 0.15 0.2185
H 0.85 0.85 -1.38 0.2802
H -0.98 1.75 0.03 0.2902
H 1.32 2.45 0.33 0.2769
H 0.77 -0.31 1.43 0.2408
N -2.10 -0.34 -0.16 -0.2866
F 1.38 -1.02 -0.20 -0.3710

--- R ---
9
Properties=species:S:1:pos:R:3:nbo_charge:R:1 method="wB97M-V/def2-TZVPD" gap_ev="8.0507 / 8.0496" e_lumo_ev="0.08 / 0.08"
C 0.73 1.02 0.50 -0.2764
C 0.24 -0.85 -0.94 0.0014
C -2.51 -1.00 0.22 0.2775
N 0.54 0.12 -0.32 -0.2915
F -2.94 0.23 0.38 -0.3340
H 1.38 0.85 1.37 0.2091
H 0.06 1.98 0.33 0.2031
H 0.80 -1.15 -1.79 0.1811
H -2.45 -1.50 1.29 0.0296

--- S ---
9
Properties=species:S:1:pos:R:3:nbo_charge:R:1 method="wB97M-V/def2-TZVPD" smiles=C#CCNF gap_ev=10.6211 e_lumo_ev=0.97
C -1.41 -0.24 0.98 -0.1906
C -0.31 0.03 0.61 -0.0490
C 0.76 0.75 0.07 -0.3292
N 0.47 1.04 -1.61 -0.2178
F 0.77 -0.23 -2.25 -0.2775
H -2.19 -0.82 1.35 0.2292
H 1.52 -0.04 -0.05 0.2437
H 1.19 1.66 0.37 0.2462
H -0.56 1.36 -1.75 0.3450

Going by the computed energies, the most stable comes first: P, S, Q, R.

--- P ---
17
Properties=species:S:1:pos:R:3:nbo_charge:R:1 method="wB97M-V/def2-TZVPD" gap_ev="5.5196 / 5.4001" e_lumo_ev="-7.45 / -7.59" charge=+1
C -0.79 -1.10 -0.07 0.0158
C -1.16 0.32 -0.05 0.2152
C 0.54 -1.74 -0.08 0.4983
C -0.58 2.60 -0.50 -0.5017
N -1.88 -1.79 -0.16 0.0023
N -2.49 0.30 -0.27 -0.0501
N -0.42 1.38 0.16 -0.1526
N 1.71 -1.16 -0.38 -0.6364
N 0.53 -3.14 -0.04 -0.7352
O -2.89 -0.97 -0.19 -0.0421
S 2.16 0.52 -0.49 0.2710
H -0.91 2.41 -1.55 0.2455
H -1.43 3.22 -0.14 0.3024
H 0.28 3.27 -0.18 0.2697
H 2.59 -1.70 -0.36 0.4500
H -0.18 -3.50 0.57 0.4246
H 1.25 -3.76 -0.27 0.4233

--- Q ---
17
Properties=species:S:1:pos:R:3:nbo_charge:R:1 method="wB97M-V/def2-TZVPD" gap_ev=8.3561 e_lumo_ev=-5.78 charge=+1
C -1.05 0.88 -1.53 -0.3506
C -1.12 1.25 -0.24 -0.1383
C -0.50 -1.21 0.35 0.6793
C 0.05 0.16 0.83 -0.2192
N 1.61 0.30 -0.96 0.0845
N 2.82 0.55 -1.19 -0.3276
N 2.45 0.51 1.08 -0.3275
N 1.40 0.32 0.39 0.0680
N -1.59 -1.64 1.03 -0.8311
O 0.00 -1.79 -0.57 -0.5722
S 3.67 0.75 0.16 1.0885
H -1.78 1.41 -2.21 0.2506
H -0.52 0.05 -1.82 0.2366
H -1.31 2.26 0.11 0.2388
H -0.23 0.32 1.86 0.2740
H -2.06 -1.50 1.89 0.4278
H -1.85 -2.62 0.82 0.4182

Going by the computed energies, the most stable comes first: Q, P.